No. 1
# C44H133N11O17

A cluster of 17 separate species, C44H133N11O17 in total at a distorted geometry (the ωB97M-V functional and the def2-TZVPD basis, OMol25).

energy above the lowest of the compared OMol25 structures with the same formula, charge and spin: 2.099 eV
gap between HOMO and LUMO: 8.8 eV
LUMO: 0.14 eV

Cartesian coordinates (Å):
O -0.19 6.54 2.77
H -0.99 7.02 2.99
H -0.42 5.60 2.84
O 0.65 -0.24 4.32
H 1.00 -1.07 3.89
H 1.47 0.34 4.21
O -0.19 -1.71 -2.31
H 0.10 -2.63 -2.19
H -0.84 -1.64 -3.00
O 0.83 -4.06 -1.69
H 1.80 -4.01 -1.57
H 0.46 -4.36 -0.86
O 3.70 -3.98 -1.21
H 3.96 -4.35 -0.34
H 4.27 -4.54 -1.78
O 0.44 2.52 -1.31
H 0.97 1.71 -1.48
H -0.31 2.34 -1.84
C -9.05 -1.21 0.16
C -7.53 -1.13 0.12
C -6.90 -0.12 -0.87
O -5.51 -0.23 -0.64
C -4.69 -0.11 -1.73
N -7.00 -0.89 1.52
H -9.39 -1.84 0.93
H -9.46 -1.56 -0.82
H -9.48 -0.20 0.38
H -7.14 -2.08 -0.23
H -7.17 0.92 -0.59
H -7.33 -0.40 -1.85
H -4.45 0.93 -1.98
H -5.22 -0.53 -2.57
H -3.77 -0.62 -1.57
H -5.99 -0.94 1.54
H -7.30 0.00 1.90
C 3.95 -5.21 3.58
C 3.13 -4.35 2.68
C 2.65 -3.13 3.41
O 1.62 -2.42 2.80
C 0.33 -3.15 2.77
N 3.90 -3.89 1.44
H 4.68 -4.70 4.16
H 4.40 -6.01 3.10
H 3.22 -5.66 4.27
H 2.21 -4.84 2.30
H 3.52 -2.48 3.51
H 2.31 -3.35 4.45
H 0.41 -3.86 3.58
H 0.14 -3.63 1.78
H -0.37 -2.37 3.00
H 4.85 -3.99 1.72
H 3.65 -2.90 1.34
C 2.09 7.51 -0.94
C 1.82 6.10 -1.46
C 2.87 5.14 -1.06
O 4.11 5.52 -1.64
C 5.10 4.58 -1.35
N 0.47 5.65 -1.08
H 1.13 8.09 -0.97
H 2.97 7.98 -1.46
H 2.27 7.58 0.11
H 1.81 6.16 -2.61
H 2.53 4.12 -1.38
H 3.01 5.21 -0.01
H 4.97 3.68 -2.00
H 5.09 4.34 -0.29
H 6.14 4.99 -1.53
H 0.24 6.09 -0.20
H 0.40 4.66 -1.08
C -3.66 4.26 -1.88
C -2.54 4.46 -2.88
C -2.58 3.42 -3.96
O -1.85 2.31 -3.44
C -1.82 1.19 -4.26
N -2.40 5.81 -3.47
H -3.61 4.89 -0.95
H -3.69 3.24 -1.44
H -4.56 4.53 -2.43
H -1.63 4.25 -2.31
H -2.08 3.91 -4.80
H -3.61 3.14 -4.20
H -2.82 0.92 -4.61
H -1.42 0.40 -3.68
H -1.23 1.36 -5.17
H -3.07 6.36 -2.96
H -1.51 6.21 -3.22
C 1.75 6.92 -5.45
C 1.33 5.54 -5.90
C 1.53 4.45 -4.86
O 1.20 3.23 -5.53
C 1.33 2.09 -4.62
N 0.10 5.56 -6.56
H 1.40 7.63 -6.16
H 2.79 6.96 -5.24
H 1.27 7.22 -4.47
H 2.05 5.22 -6.71
H 0.89 4.60 -3.93
H 2.58 4.30 -4.56
H 1.15 1.21 -5.26
H 0.62 2.18 -3.78
H 2.28 2.10 -4.24
H -0.03 4.59 -6.82
H -0.67 5.82 -5.96
C 0.74 -0.07 0.68
C 2.04 0.36 -0.07
C 3.16 -0.65 0.22
O 4.38 -0.14 -0.22
C 5.48 -1.06 -0.10
N 1.93 0.43 -1.55
H 0.47 -1.08 0.46
H -0.03 0.62 0.47
H 0.89 -0.09 1.77
H 2.31 1.36 0.25
H 2.85 -1.58 -0.36
H 3.17 -0.94 1.26
H 6.43 -0.51 -0.32
H 5.29 -1.83 -0.84
H 5.51 -1.44 0.94
H 1.52 -0.49 -1.72
H 2.87 0.40 -1.99
C 5.23 0.48 3.74
C 5.07 1.63 2.78
C 4.01 2.59 3.20
O 2.72 1.87 3.11
C 1.61 2.67 2.85
N 6.39 2.43 2.70
H 5.49 0.93 4.69
H 6.05 -0.17 3.40
H 4.24 -0.10 3.92
H 4.80 1.42 1.75
H 4.02 3.41 2.45
H 4.07 3.11 4.22
H 1.66 3.09 1.79
H 1.58 3.61 3.49
H 0.73 2.12 3.06
H 6.68 2.94 3.52
H 6.27 3.13 1.97
C -3.15 -0.81 2.39
C -3.38 -0.48 3.83
C -4.64 -1.14 4.38
O -4.49 -2.58 4.52
C -5.70 -3.29 4.56
N -2.23 -0.77 4.72
H -3.56 -0.07 1.72
H -3.71 -1.71 2.07
H -2.05 -0.93 2.19
H -3.76 0.54 3.91
H -5.54 -1.02 3.71
H -4.81 -0.80 5.37
H -6.47 -2.74 5.22
H -5.42 -4.26 4.94
H -6.23 -3.45 3.62
H -1.38 -0.68 4.23
H -2.24 -1.74 4.96
C 2.64 -7.69 -6.45
C 2.69 -6.97 -5.11
C 3.73 -7.63 -4.26
O 3.73 -7.15 -2.94
C 2.58 -7.45 -2.18
N 2.87 -5.47 -5.33
H 3.55 -7.49 -6.98
H 1.78 -7.32 -7.01
H 2.50 -8.74 -6.38
H 1.75 -7.15 -4.54
H 4.76 -7.47 -4.62
H 3.45 -8.74 -4.14
H 1.89 -6.52 -2.08
H 3.01 -7.61 -1.16
H 2.12 -8.43 -2.53
H 3.71 -5.47 -5.89
H 3.24 -5.17 -4.42
C -4.29 -4.32 1.06
C -2.85 -4.27 0.60
C -2.10 -5.47 1.06
O -0.82 -5.53 0.40
C -0.09 -6.77 0.79
N -2.76 -4.15 -0.89
H -4.84 -5.10 0.56
H -4.88 -3.37 0.92
H -4.36 -4.46 2.10
H -2.31 -3.39 1.01
H -2.58 -6.40 0.88
H -1.88 -5.47 2.17
H -0.32 -7.49 -0.02
H -0.37 -7.12 1.79
H 0.98 -6.54 0.83
H -1.84 -4.31 -1.30
H -3.18 -3.24 -1.17
C -1.01 3.73 5.46
C -2.42 3.35 4.84
C -2.19 2.78 3.41
O -1.47 3.71 2.68
C -1.23 3.12 1.44
N -3.18 2.39 5.66
H -0.47 4.28 4.75
H -0.49 2.80 5.61
H -1.06 4.27 6.41
H -3.03 4.25 4.80
H -3.15 2.48 2.89
H -1.62 1.80 3.52
H -2.17 3.07 0.88
H -0.80 2.10 1.49
H -0.63 3.82 0.83
H -3.25 2.83 6.57
H -2.65 1.46 5.78

No. 2
# C4H12N2O

The ion C4H12N2O with charge +1 at a distorted geometry (the ωB97M-V functional and the def2-TZVPD basis, OMol25).

⟨S²⟩: 0.76
energy above the lowest of the compared OMol25 structures with the same formula, charge and spin: 1.387 eV
spin multiplicity: 2
gap between HOMO and LUMO (alpha / beta): 11.0 / 6.2 eV
LUMO (alpha / beta): -3.31 / -8.09 eV
total charge: +1

Cartesian coordinates (Å):
C -0.15 -0.64 -0.81
C 1.39 -0.79 -0.85
C 2.21 0.29 -0.18
O 2.01 1.61 -0.70
N -0.64 -0.43 0.53
C -2.03 -0.74 0.82
N -2.79 0.44 1.08
H -0.52 -1.59 -1.15
H -0.33 0.27 -1.39
H 1.71 -1.74 -0.43
H 1.60 -0.75 -1.93
H 2.01 0.30 0.89
H 3.24 0.04 -0.40
H 1.10 1.70 -1.00
H -0.38 0.45 0.98
H -2.05 -1.43 1.67
H -2.47 -1.23 -0.05
H -3.14 0.59 2.03
H -2.33 1.31 0.82

No. 3
# H2NO4S

A structure of composition H2NO4S at a distorted geometry (the ωB97M-V functional and the def2-TZVPD basis, OMol25).

energy above the lowest of the compared OMol25 structures with the same formula, charge and spin: 1.816 eV
gap between HOMO and LUMO: 7.6 eV
LUMO: 3.87 eV
total charge: -1

Cartesian coordinates (Å):
N 2.20 0.91 -0.02
O 2.91 -0.34 -1.09
O 1.41 -1.48 0.60
O -0.91 -0.14 -0.13
O 2.98 1.78 0.42
S 2.72 -0.78 0.35
H -0.26 -0.72 0.17
H -0.41 0.70 0.05